(1)
Molecular formula: C4H8N2
Method: DFT, wB97M-V/def2-TZVPD

The value obtained for the LUMO energy is 0.94 eV. Its electronic energy is -7256.2497 eV. As for the structure (SMILES): C/C=C/C=N\N. As for the HOMO-LUMO gap: 0.3472 Eh. Its HOMO energy is -8.51 eV.

```
! RIJCOSX wB97M-V def2-TZVPD def2/J DEFGRID3
* xyz 0 1
C -0.1847 2.1226 -1.2794
C -0.7331 0.9063 -0.5906
C -0.0595 -0.1688 -0.1772
C -0.6913 -1.2595 0.5590
N -0.1282 -2.1870 1.2429
N 1.2906 -2.1666 1.2879
H -0.6741 2.3497 -2.2475
H -0.3389 3.0097 -0.6436
H 0.8707 2.0355 -1.4729
H -1.8115 0.9147 -0.3425
H 1.0193 -0.2363 -0.4013
H -1.7645 -1.2980 0.5856
H 1.6257 -1.2260 1.4731
H 1.5794 -2.7965 2.0066
*
```

Löwdin atomic charge list, values in e, 5 entries: -0.1023 -0.1627 -0.1206 -0.2124 -0.0477

(2)
Molecular formula: C4H8N2
Method: DFT, wB97M-V/def2-TZVPD

The value obtained for the LUMO energy is 1.07 eV. Its electronic energy is -7255.7867 eV. As for the structure (SMILES): C1N[C@H]1[C@H]1CN1. As for the HOMO-LUMO gap: 0.3794 Eh. Its HOMO energy is -9.25 eV.

```
! RIJCOSX wB97M-V def2-TZVPD def2/J DEFGRID3
* xyz 0 1
C -0.8098 -1.4832 -0.8582
N -1.2854 -0.1312 -1.1477
C 0.1426 -0.3596 -0.9803
C 0.8331 0.1628 0.2468
C 0.5077 1.5028 0.7835
N 0.0154 0.2943 1.4482
H -0.9238 -2.2029 -1.6651
H -0.9771 -1.8673 0.1460
H -1.6591 0.2686 -0.2868
H 0.7195 -0.2510 -1.8986
H 1.8501 -0.2029 0.3866
H -0.2729 2.0813 0.2942
H 1.2846 2.0966 1.2593
H 0.5750 0.0916 2.2722
*
```

Löwdin atomic charge list, values in e, 5 entries: -0.1491 0.0207 -0.3019 -0.2935 -0.1375